{
  "formula": "H24KrO12",
  "method": "ωB97M-V/def2-TZVPD",
  "elements": ["Kr", "O", "H", "H", "O", "H", "H", "O", "H", "H", "O", "H", "H", "O", "H", "H", "O", "H", "H", "O", "H", "H", "O", "H", "H", "O", "H", "H", "O", "H", "H", "O", "H", "H", "O", "H", "H"],
  "xyz": [[0.2407, -0.1465, -0.1815], [-3.3985, 0.2811, -1.0974], [-4.3249, 0.0421, -1.1280], [-3.1884, 0.5430, -1.9938], [-2.4782, -2.4800, 0.5631], [-2.7355, -1.8001, -0.0596], [-3.2774, -2.9860, 0.7098], [0.4580, -3.1078, -2.3148], [0.7655, -2.9118, -1.4298], [0.4492, -2.2600, -2.7591], [0.4352, -0.4293, -3.4462], [1.1482, 0.1908, -3.5990], [-0.3618, 0.0845, -3.5767], [2.2065, -2.2301, 2.4330], [2.9997, -1.6956, 2.3962], [2.4717, -3.0211, 2.9022], [3.9983, -0.8973, -0.8902], [3.5636, -1.7272, -1.0868], [4.7423, -0.8677, -1.4917], [-2.7828, 2.2730, 0.6682], [-2.4717, 1.6947, 1.3647], [-3.0975, 1.6796, -0.0138], [3.3501, 1.9562, -1.0817], [2.8775, 1.9524, -0.2493], [3.2257, 1.0742, -1.4322], [-0.2443, 3.7096, -0.9804], [-0.5955, 3.0728, -0.3580], [-0.9651, 3.8733, -1.5886], [-2.3687, 0.4631, 2.7535], [-3.2610, 0.1176, 2.7771], [-1.8246, -0.2552, 3.0763], [-0.9820, -2.0934, 2.9030], [-0.0903, -1.8489, 2.6554], [-1.4427, -2.1957, 2.0703], [1.9621, 3.1688, 1.2203], [2.2867, 3.6310, 0.4475], [2.7094, 3.1464, 1.8181]],
  "atomic_forces_ev_per_a": [[-0.009, 0.044, 0.155], [0.049, -0.441, -0.017], [-0.390, -0.026, 0.018], [0.150, 0.055, -0.302], [0.021, -0.136, 0.076], [0.103, 0.474, -0.280], [-0.149, -0.268, 0.098], [0.055, -0.521, 0.012], [-0.055, 0.011, 0.264], [-0.003, 0.489, -0.233], [-0.031, -0.191, -0.131], [0.274, 0.159, 0.005], [-0.198, 0.086, -0.006], [-0.276, 0.049, -0.130], [0.185, 0.253, -0.084], [-0.029, -0.252, 0.145], [-0.170, 0.146, 0.104], [-0.190, -0.298, -0.035], [0.306, 0.050, -0.120], [0.069, 0.943, -0.276], [0.238, -0.344, 0.534], [-0.033, -0.229, -0.104], [0.228, 0.414, -0.396], [-0.292, -0.124, 0.349], [0.071, -0.370, 0.102], [0.428, 0.087, -0.318], [-0.315, -0.165, 0.443], [-0.189, 0.100, -0.027], [-0.269, 0.550, -0.077], [-0.228, -0.042, 0.066], [0.492, -0.656, 0.091], [0.004, 0.260, 0.730], [0.558, -0.037, -0.004], [-0.361, -0.164, -0.628], [-0.102, -0.358, 0.060], [-0.118, 0.414, -0.348], [0.174, 0.039, 0.263]],
  "homo_energy_ev": -10.4804,
  "de_lowest_kj_mol": 95.09,
  "gap_ev": 10.19
}

=====

{
  "formula": "C8H19N2O2",
  "method": "ωB97M-V/def2-TZVPD",
  "elements": ["C", "C", "O", "C", "C", "O", "N", "C", "C", "N", "C", "C", "H", "H", "H", "H", "H", "H", "H", "H", "H", "H", "H", "H", "H", "H", "H", "H", "H", "H", "H"],
  "xyz": [[-3.4103, 1.0182, -0.5705], [-2.5187, 1.7742, 0.3957], [-1.1121, 1.6120, 0.2246], [-0.6113, 1.8686, -1.0838], [-0.2335, 0.5817, -1.7598], [0.8935, 0.0812, -1.0138], [0.7608, -1.3001, -0.7412], [2.1270, -1.7902, -0.6108], [2.9155, -0.9874, 0.3993], [2.2140, -0.9752, 1.7334], [0.7473, -0.6685, 1.6635], [0.0627, -1.4122, 0.5286], [-3.1606, -0.0337, -0.6473], [-3.4459, 1.4783, -1.5495], [-4.4224, 1.0731, -0.1827], [-2.7907, 2.8304, 0.3850], [-2.7321, 1.4079, 1.3942], [0.3083, 2.4347, -0.9595], [-1.2813, 2.4757, -1.6848], [0.0603, 0.7171, -2.7958], [-1.0202, -0.1582, -1.7066], [2.0935, -2.8452, -0.3644], [2.6074, -1.6466, -1.5698], [3.0766, 0.0291, 0.0760], [3.8906, -1.4371, 0.5461], [2.6500, -0.2563, 2.3138], [2.3968, -1.8650, 2.1988], [0.5971, 0.3977, 1.5646], [0.3116, -0.9717, 2.6082], [-0.0524, -2.4564, 0.7966], [-0.9216, -0.9762, 0.4115]],
  "atomic_forces_ev_per_a": [[-0.076, 0.236, 0.129], [-0.204, -0.137, 0.050], [-0.079, -0.078, -0.218], [0.123, 0.100, 0.356], [0.219, -0.235, 0.219], [0.077, 0.235, -0.150], [-0.045, -0.517, -0.010], [-0.348, 0.654, -0.213], [0.404, -0.374, 0.068], [0.426, 0.406, -0.012], [-0.585, -0.139, 0.144], [0.215, 0.137, 0.236], [0.148, -0.194, -0.068], [0.144, -0.063, -0.330], [-0.213, 0.000, 0.070], [0.128, 0.182, -0.074], [0.159, 0.002, 0.261], [0.110, 0.244, 0.023], [-0.262, -0.002, -0.083], [0.049, 0.101, -0.202], [-0.284, -0.089, -0.086], [-0.008, -0.221, 0.011], [0.176, -0.224, -0.216], [-0.272, 0.302, -0.005], [0.178, -0.072, 0.181], [0.036, -0.139, 0.051], [-0.239, -0.035, -0.012], [0.280, 0.262, -0.203], [-0.004, -0.034, 0.231], [-0.024, -0.330, -0.218], [-0.231, 0.023, 0.070]],
  "homo_energy_ev": -12.6701,
  "smiles": "CCOCCON1CC[NH2+]CC1",
  "de_lowest_kj_mol": 128.71,
  "gap_ev": 9.47,
  "charge": 1
}

=====

{
  "formula": "C17H35BF4N13O5",
  "method": "ωB97M-V/def2-TZVPD",
  "elements": ["B", "F", "F", "F", "F", "C", "O", "N", "N", "H", "H", "H", "H", "C", "O", "N", "N", "H", "H", "H", "H", "C", "O", "N", "N", "H", "H", "H", "H", "C", "O", "N", "N", "H", "H", "H", "H", "C", "O", "N", "N", "H", "H", "H", "H", "N", "C", "C", "C", "C", "H", "H", "H", "H", "H", "N", "C", "C", "C", "C", "H", "H", "H", "H", "H", "N", "C", "C", "C", "C", "H", "H", "H", "H", "H"],
  "xyz": [[-0.6427, 1.2251, 0.4120], [0.3267, 0.6363, 1.1631], [-0.5125, 2.5790, 0.3608], [-0.4626, 0.8103, -0.8902], [-1.8095, 0.8382, 0.9898], [-4.0277, 2.8410, -3.8569], [-3.4311, 2.1884, -4.7018], [-3.6475, 2.8031, -2.6360], [-5.0117, 3.6519, -4.0739], [-2.9759, 2.0969, -2.3709], [-4.1461, 3.3382, -1.9395], [-5.4123, 4.2693, -3.3821], [-5.1964, 3.8778, -5.0408], [1.0973, 0.6675, 6.3125], [2.1591, 0.4624, 5.7718], [-0.0144, 1.0517, 5.6973], [0.9535, 0.4776, 7.5533], [0.0099, 1.1242, 4.6902], [-0.7434, 1.4772, 6.2520], [1.6972, 0.1975, 8.1767], [0.0617, 0.7279, 7.9559], [3.7292, -1.3412, -1.3847], [4.5866, -1.8447, -2.0555], [2.5011, -1.5999, -1.4391], [3.9608, -0.4078, -0.4870], [1.8410, -0.9928, -0.9746], [2.1593, -2.3062, -2.0750], [3.2430, -0.2652, 0.2091], [4.8670, 0.0126, -0.3382], [-4.0612, 3.4050, 4.0935], [-4.6111, 3.6378, 5.1448], [-3.0318, 4.0650, 3.5589], [-4.4613, 2.4535, 3.3200], [-2.6022, 3.7320, 2.7076], [-2.9161, 4.9575, 4.0173], [-5.1099, 1.8231, 3.7695], [-3.9323, 2.2163, 2.4930], [-4.0649, -3.1723, 0.9529], [-4.5423, -4.3123, 0.7114], [-2.9198, -2.9506, 1.6135], [-4.5703, -2.0074, 0.5832], [-2.3397, -3.6501, 2.0543], [-2.7601, -1.9986, 1.9105], [-3.8727, -1.2771, 0.5679], [-5.2647, -2.0855, -0.1460], [-0.3447, -1.4645, -5.2656], [-0.5389, -2.6947, -4.7503], [0.4389, -3.4906, -5.2612], [1.3269, -2.6788, -6.0639], [0.7007, -1.4838, -6.1420], [-0.8926, -0.6440, -5.0495], [-1.3185, -2.9311, -4.0411], [0.4469, -4.5410, -5.0101], [2.2500, -3.0101, -6.5163], [0.9462, -0.5402, -6.6064], [2.5703, 3.5026, -2.7818], [3.2938, 3.4979, -3.9380], [3.8023, 4.7554, -4.0880], [3.5920, 5.4997, -2.9420], [2.7339, 4.7257, -2.1999], [1.9864, 2.7557, -2.4336], [3.2393, 2.6774, -4.6381], [4.4413, 5.0902, -4.8918], [3.9878, 6.4846, -2.7429], [2.2746, 4.7830, -1.2241], [3.6560, -6.2711, 2.6764], [3.8122, -4.9562, 2.2781], [2.9783, -4.1754, 3.0678], [2.3358, -5.0790, 3.9412], [2.7398, -6.3482, 3.7757], [4.2176, -7.0630, 2.3978], [4.4115, -4.7020, 1.4164], [2.7784, -3.1224, 2.9352], [1.5918, -4.7181, 4.6359], [2.4427, -7.2907, 4.2113]],
  "atomic_forces_ev_per_a": [[1.153, -0.115, -0.563], [2.000, -0.682, 1.267], [-0.167, 2.139, 0.579], [-0.468, -1.022, -1.663], [-2.722, -0.375, 0.401], [2.342, -1.832, -2.125], [-0.261, -0.360, -1.274], [1.240, -0.346, 5.128], [-3.795, 2.905, -2.110], [-0.025, 0.296, 0.192], [0.447, -0.410, 0.142], [0.271, -0.269, -0.172], [-0.077, -0.067, 0.256], [1.993, 0.009, -3.754], [1.328, -0.254, -1.355], [-1.856, 0.759, -1.395], [-1.539, -0.579, 7.020], [-0.131, 0.273, 0.245], [-0.048, -0.068, -0.690], [-0.100, 0.197, -0.524], [0.359, -0.336, 0.383], [3.837, 0.710, -0.145], [2.017, -1.303, -1.671], [-6.989, -2.076, -0.816], [0.990, 2.873, 2.911], [-0.245, -0.318, -0.277], [0.043, 0.256, 0.131], [0.421, 0.401, 0.046], [-0.271, -0.435, -0.148], [0.387, 0.971, 0.633], [-0.283, 0.929, 1.574], [0.985, 1.610, 0.665], [-1.724, -3.604, -2.134], [0.208, 0.701, 0.239], [0.817, -0.064, -0.667], [0.176, -0.214, -0.594], [-0.370, -0.467, 0.180], [-0.050, -4.313, 0.021], [0.702, 2.358, 0.398], [1.714, 0.116, 1.363], [-1.628, 1.557, -1.074], [-0.542, -0.086, -0.305], [0.384, -0.294, 0.060], [-0.588, 0.358, -0.572], [0.164, 0.438, 0.071], [-0.832, 0.889, -0.354], [-0.040, -0.334, 0.208], [0.589, -0.564, 0.427], [-0.874, -1.662, -0.002], [0.445, 1.836, 0.574], [0.059, -0.186, -0.138], [0.004, 0.137, -0.168], [0.559, -0.010, -0.170], [-0.223, 0.158, -0.184], [0.290, -0.204, -0.124], [0.430, 0.346, -0.420], [-0.983, -0.244, -0.780], [2.041, -0.442, -1.489], [-1.211, 0.296, 0.754], [-0.409, -0.597, 1.824], [0.145, 0.181, 0.029], [0.122, 0.029, 0.145], [-0.071, -0.205, -0.165], [-0.276, -0.091, 0.138], [0.147, 0.674, 0.031], [-0.587, -0.333, 1.266], [-0.714, -0.304, 0.534], [0.795, -0.969, -1.195], [-1.347, 1.609, 1.365], [1.634, -0.114, -2.292], [-0.083, 0.401, -0.167], [0.077, -0.029, 0.177], [0.096, -0.112, 0.167], [-0.031, -0.301, 0.181], [0.149, 0.180, -0.047]],
  "homo_energy_ev": -6.1207,
  "gap_ev": 8.18,
  "charge": -1
}